*i*
The molecule CH3NO2S2. Source: the Open Molecules 2025 dataset; level of theory: the ωB97M-V functional and the def2-TZVPD basis.

E_LUMO = -0.602 eV
highest occupied orbital energy = -9.574 eV
gap between HOMO and LUMO = 8.972 eV

Each line ends with the Löwdin charge.
Element x y z (Å)
S -1.62 -0.48 0.74  0.711
O 0.55 -2.48 0.34  -0.564
H 1.23 0.51 0.92  0.073
H 2.03 -0.06 -0.55  0.008
H 0.49 1.04 -0.50  0.031
O -2.28 1.79 -0.11  -0.090
S 0.05 -1.35 -0.42  0.680
C 1.11 0.19 -0.15  -0.281
N -1.55 0.84 -0.28  -0.567

*ii*
A cluster of 2 separate species, CH3NO2S2 in total. Source: the Open Molecules 2025 dataset; level of theory: the ωB97M-V functional and the def2-TZVPD basis.

E_LUMO (spin up / spin down) = -2.643 / -2.892 eV
highest occupied orbital energy (spin up / spin down) = -10.596 / -10.080 eV
gap between HOMO and LUMO (spin up / spin down) = 7.953 / 7.188 eV

Each line ends with the Löwdin charge.
Element x y z (Å)
N 0.90 -0.57 -0.29  -0.102
H -2.23 0.63 0.89  0.035
S -0.21 2.44 -0.41  0.338
S -0.30 -0.79 0.82  0.428
O 0.09 -0.21 2.10  -0.286
H 0.86 -0.66 -1.26  0.054
O -0.75 -2.14 0.71  -0.286
H 1.15 0.35 0.08  -0.026
C -1.44 0.34 0.13  -0.156

It comes down to *i*, which is 257.3 kJ/mol more stable than the next structure.

*i*
The molecule CH3NO2S2. Source: the Open Molecules 2025 dataset; level of theory: the ωB97M-V functional and the def2-TZVPD basis.

E_LUMO = 0.124 eV
highest occupied orbital energy = -9.865 eV
gap between HOMO and LUMO = 9.990 eV

Each line ends with the Löwdin charge.
Element x y z (Å)
O -1.45 1.70 0.11  -0.406
N -0.25 1.00 -0.16  -0.129
S -1.53 2.07 1.75  0.713
O -0.58 3.13 1.90  -0.501
C -0.41 -0.19 0.59  -0.553
H 0.53 1.58 0.15  0.109
H 0.44 -0.99 0.43  0.135
H -1.21 -0.71 0.30  0.023
S -0.50 0.24 2.39  0.609

*ii*
A cluster of 2 separate species, CH3NO2S2 in total. Source: the Open Molecules 2025 dataset; level of theory: the ωB97M-V functional and the def2-TZVPD basis.

E_LUMO = -0.486 eV
highest occupied orbital energy = -8.937 eV
gap between HOMO and LUMO = 8.451 eV

Each line ends with the Löwdin charge.
Element x y z (Å)
S -2.97 0.78 -0.33  0.733
S -1.03 -1.43 0.66  0.528
H -1.15 0.92 1.19  -0.002
H 3.21 -1.10 -0.67  0.039
H -3.14 -0.35 -0.97  -0.144
N 1.86 0.18 -0.38  -0.106
C -1.62 0.14 0.56  -1.113
O 1.65 1.16 0.18  0.049
O 3.19 -0.29 -0.25  0.016

It comes down to *i*, which is 89.0 kJ/mol more stable than the next structure.

*i*
A structure of composition C5H7NO3. Source: the Open Molecules 2025 dataset; level of theory: the ωB97M-V functional and the def2-TZVPD basis.

E_LUMO = 0.556 eV
highest occupied orbital energy = -9.104 eV
gap between HOMO and LUMO = 9.659 eV

Each line ends with the Löwdin charge.
Element x y z (Å)
C 0.32 0.50 -0.39  -0.419
C -2.10 -0.72 -1.27  0.015
C 2.31 1.13 0.78  0.000
N -2.48 2.08 0.89  0.189
C -1.56 -0.13 0.04  -0.414
H 2.64 1.14 1.82  0.072
H -1.59 -0.56 1.92  0.156
O -1.60 -1.08 1.04  0.001
O 0.60 0.68 -1.52  0.135
H 2.37 2.26 0.52  0.120
H 3.07 0.52 0.12  0.134
H -2.00 -1.77 -1.10  0.083
O 0.88 0.74 0.71  -0.011
C -2.08 1.10 0.47  -0.214
H -3.11 -0.36 -1.40  0.088
H -1.50 -0.25 -2.02  0.066

*ii*
The molecule C5H7NO3. Source: the Open Molecules 2025 dataset; level of theory: the ωB97M-V functional and the def2-TZVPD basis.

E_LUMO (spin up / spin down) = -0.691 / -0.691 eV
highest occupied orbital energy (spin up / spin down) = -8.962 / -8.959 eV
gap between HOMO and LUMO (spin up / spin down) = 8.271 / 8.267 eV

Each line ends with the Löwdin charge.
Element x y z (Å)
H -0.11 -0.15 -3.07  0.059
C -1.10 -0.17 1.92  0.011
O -0.67 -0.12 -0.37  0.052
H -0.49 -1.82 -2.35  0.108
O 0.50 2.35 1.94  0.121
O 1.75 -0.20 0.77  -0.034
H 0.48 2.12 -0.03  0.121
C -0.40 0.43 0.81  -0.249
C 0.57 -0.50 -1.13  -0.298
H -1.95 0.44 2.15  0.101
C 0.26 -1.00 -2.55  0.011
C 0.32 1.75 0.95  -0.247
H -0.45 -0.09 2.75  0.087
H -1.35 -1.21 1.86  0.101
N 1.57 -0.58 -0.44  -0.029
H 1.08 -1.25 -3.22  0.085

*iii*
A cluster of 2 separate species, C5H7NO3 in total. Source: the Open Molecules 2025 dataset; level of theory: the ωB97M-V functional and the def2-TZVPD basis.

E_LUMO = -1.007 eV
highest occupied orbital energy = -8.653 eV
gap between HOMO and LUMO = 7.646 eV

Each line ends with the Löwdin charge.
Element x y z (Å)
O -0.90 1.96 -3.64  0.051
H -0.25 -0.72 -3.10  0.096
C 0.22 0.01 -2.54  -0.113
H 1.15 0.09 -3.03  0.113
H -1.37 0.09 2.84  0.097
H -0.46 -1.09 -0.83  0.105
O 0.01 1.55 3.10  0.064
C -0.37 0.95 -0.51  -0.442
C -0.51 1.32 -2.68  -0.480
H 0.54 -0.25 2.31  0.184
N -0.73 1.83 -1.40  0.161
O -0.58 0.95 0.77  -0.099
H 1.16 -0.46 -0.66  0.087
C 0.23 -0.35 -1.09  -0.086
H -0.76 2.24 3.29  0.226
C -0.39 0.39 2.73  0.036

It comes down to *i*, which is 71.4 kJ/mol more stable than the next structure.

*i*
The molecule C5H7NO3. Source: the Open Molecules 2025 dataset; level of theory: the ωB97M-V functional and the def2-TZVPD basis.

E_LUMO = 0.587 eV
highest occupied orbital energy = -8.425 eV
gap between HOMO and LUMO = 9.012 eV

Each line ends with the Löwdin charge.
Element x y z (Å)
O -3.18 -0.66 0.06  -0.090
H 2.21 1.78 -1.03  0.091
O 1.62 -1.02 0.03  0.002
H 2.65 1.28 0.77  0.118
H 0.51 -2.55 1.04  0.164
H -1.28 2.09 0.15  0.133
N -2.87 0.72 0.04  0.012
C 0.95 0.26 -0.01  -0.240
C 0.58 -1.92 0.07  -0.198
C -1.59 1.00 -0.07  -0.071
C -0.37 0.09 -0.10  -0.181
O -0.66 -1.27 -0.20  -0.058
C 1.80 1.50 -0.02  -0.028
H 1.25 2.49 0.34  0.115
H -2.39 -1.19 -0.29  0.090
H 0.79 -2.61 -0.77  0.140

*ii*
A cluster of 3 separate species, C5H7NO3 in total. Source: the Open Molecules 2025 dataset; level of theory: the ωB97M-V functional and the def2-TZVPD basis.

E_LUMO = -0.004 eV
highest occupied orbital energy = -10.015 eV
gap between HOMO and LUMO = 10.011 eV

Each line ends with the Löwdin charge.
Element x y z (Å)
H -2.41 0.73 -1.87  0.098
H 2.06 -1.94 0.63  0.011
H 3.35 0.48 2.49  0.027
H -1.01 -2.85 -0.13  0.014
O -1.43 0.67 0.71  0.090
H -0.83 0.33 -2.59  0.111
C -0.04 -2.54 0.10  -0.005
C 1.08 -2.24 0.39  0.012
O -0.28 2.06 2.17  0.188
N -0.80 0.56 -0.58  -0.064
H 2.66 0.66 2.20  0.010
C -1.50 0.15 -1.75  -0.006
H -1.74 -0.91 -1.70  0.079
C 0.21 1.43 -0.28  -0.358
O 1.13 1.87 -0.91  0.137
C -0.43 1.52 1.13  -0.343

It comes down to *i*, which is 138.8 kJ/mol more stable than the next structure.

*i*
A cluster of 8 separate species, C28H78N6O8 in total. Source: the Open Molecules 2025 dataset; level of theory: the ωB97M-V functional and the def2-TZVPD basis.

E_LUMO = 0.281 eV
highest occupied orbital energy = -9.308 eV
gap between HOMO and LUMO = 9.589 eV

Each line ends with the Löwdin charge.
Element x y z (Å)
H -17.18 1.50 14.42  0.071
H -12.40 16.37 10.93  0.105
H -21.95 18.31 13.96  0.074
H -20.00 1.78 13.71  0.126
C -19.73 0.81 10.60  -0.111
C -19.57 1.99 12.73  -0.181
C -25.93 12.34 6.48  -0.055
H -17.23 18.32 16.38  0.084
N -21.88 21.07 14.30  0.034
H -17.22 19.97 15.75  0.081
H -18.77 1.23 10.29  0.080
H -19.29 20.80 14.61  0.111
H -25.25 13.20 6.46  0.077
H -20.23 2.74 12.30  0.116
H -23.11 13.94 9.70  0.090
H -17.87 2.65 11.64  0.120
C -25.64 11.85 8.94  -0.208
O -25.02 13.09 9.27  -0.179
H -20.42 13.63 13.73  0.087
H -25.29 11.06 9.60  0.116
H -19.56 19.38 13.63  0.122
H -14.62 7.24 17.08  0.064
C -14.89 18.49 10.25  -0.068
C -13.51 15.08 12.83  -0.076
C -18.12 2.53 12.70  -0.417
C -21.02 9.45 18.63  -0.089
H -13.77 15.18 13.89  0.087
O -14.08 16.28 12.23  -0.202
C -21.19 20.02 15.05  -0.421
H -16.86 10.35 13.15  0.081
C -18.24 12.47 12.51  -0.165
C -10.96 11.45 16.94  -0.130
C -13.47 16.58 10.99  -0.242
C -17.09 1.52 13.33  -0.061
N -13.78 7.49 16.58  0.029
H -10.48 7.16 11.76  0.062
H -9.97 11.11 16.64  0.080
H -11.79 9.06 17.70  0.120
H -21.49 17.94 15.64  0.071
H -13.91 15.97 10.20  0.126
H -22.69 21.27 14.86  0.066
N -12.61 18.32 9.54  0.020
H -17.22 18.64 14.64  0.078
H -12.62 7.57 12.73  0.101
O -19.81 0.77 12.00  -0.207
C -21.96 18.67 14.99  -0.073
C -25.42 11.34 7.51  -0.457
H -26.69 11.95 9.20  0.131
N -26.17 10.10 7.34  0.029
H -10.69 5.49 11.39  0.068
H -20.30 9.11 17.88  0.073
H -18.04 3.54 14.36  0.064
H -25.87 9.38 7.97  0.067
H -18.94 12.92 11.80  0.123
H -17.26 12.49 12.03  0.115
H -21.39 10.43 18.34  0.073
C -12.50 6.65 12.16  -0.324
N -17.89 3.79 13.39  0.031
H -23.00 18.76 15.28  0.069
H -12.94 6.89 11.19  0.107
O -18.67 11.11 12.77  -0.195
C -14.36 9.53 17.96  -0.047
H -13.90 9.06 18.83  0.076
H -17.68 10.82 14.59  0.075
C -13.48 18.09 10.70  -0.401
H -26.02 11.91 5.49  0.073
H -13.13 18.58 11.61  0.142
H -21.15 9.72 20.78  0.113
H -23.52 12.46 10.38  0.081
C -17.63 18.97 15.60  -0.110
H -17.42 13.17 14.36  0.125
C -11.00 6.26 12.09  -0.086
H -15.05 19.55 10.04  0.074
H -13.19 5.93 13.69  0.068
C -17.84 10.35 13.62  -0.115
O -19.05 18.99 15.67  -0.199
C -19.68 19.78 14.64  -0.181
H -19.75 12.49 14.82  0.068
H -21.12 20.28 16.10  0.131
H -24.35 11.14 7.44  0.122
H -15.44 9.36 18.00  0.069
H -22.26 20.61 13.48  0.062
O -12.16 10.81 16.51  -0.185
H -15.64 18.28 11.02  0.070
C -12.14 9.36 16.71  -0.166
C -13.63 8.94 16.71  -0.431
H -19.79 -0.21 10.22  0.086
H -14.05 9.33 15.78  0.125
C -20.41 9.51 20.01  -0.328
H -26.91 12.72 6.75  0.084
H -20.63 1.30 10.24  0.087
H -18.19 9.33 13.72  0.092
H -19.58 14.18 15.28  0.078
H -19.66 8.26 21.34  0.077
H -17.05 14.87 13.07  0.062
N -18.02 14.82 13.32  0.033
O -13.17 5.59 12.79  -0.083
C -19.59 13.49 14.43  -0.052
H -21.87 8.77 18.59  0.071
H -12.97 17.84 8.72  0.065
C -23.63 13.02 9.45  -0.120
H -10.90 11.58 18.02  0.083
H -10.63 6.01 13.08  0.068
H -12.45 15.00 12.62  0.080
C -18.25 13.46 13.71  -0.477
H -14.05 14.27 12.34  0.080
H -15.23 17.86 9.43  0.077
O -19.78 8.29 20.39  -0.094
H -16.08 1.91 13.22  0.064
H -19.56 10.18 19.91  0.104
H -14.25 10.62 17.91  0.071
H -17.04 0.50 12.95  0.070
H -25.77 9.74 6.49  0.068
H -13.12 7.04 17.20  0.063
H -23.10 12.42 8.71  0.081
H -10.83 12.45 16.53  0.078
H -16.89 3.89 13.30  0.062
H -11.66 17.99 9.60  0.062
H -11.61 8.85 15.90  0.121
H -17.98 15.31 14.20  0.068

*ii*
A cluster of 8 separate species, C28H78N6O8 in total. Source: the Open Molecules 2025 dataset; level of theory: the ωB97M-V functional and the def2-TZVPD basis.

E_LUMO = 0.439 eV
highest occupied orbital energy = -9.245 eV
gap between HOMO and LUMO = 9.684 eV

Each line ends with the Löwdin charge.
Element x y z (Å)
H 3.17 -0.60 3.37  0.089
C 2.84 -2.22 -2.91  -0.116
H -2.55 -3.86 2.41  0.122
H -1.22 5.80 -4.55  0.066
O 1.71 -2.42 -3.71  -0.192
C -0.33 -3.27 1.53  -0.115
H -0.67 4.03 4.93  0.133
H 1.82 -1.77 3.44  0.075
O 1.26 -0.58 0.89  -0.095
H -1.83 2.99 4.07  0.136
H 2.84 8.07 -3.42  0.085
H -0.79 -2.35 1.94  0.084
H -6.71 0.71 -1.09  0.077
H 0.64 3.93 -3.25  0.042
H -0.22 -1.90 -5.35  0.075
O 3.61 -2.63 3.10  -0.191
H 2.53 2.53 -2.56  0.055
H 1.69 1.11 -0.25  0.103
H 1.10 -3.97 -2.47  0.128
H 2.99 -1.62 4.79  0.095
N -1.33 -4.39 -3.28  0.030
C 0.77 2.95 3.05  -0.070
H -4.10 -4.81 3.88  0.066
O 1.14 7.66 -2.30  -0.187
H -2.95 3.80 6.18  0.087
H -3.77 -6.10 4.80  0.068
C -1.46 -6.83 3.76  -0.064
H -2.00 -4.75 -3.96  0.067
H -0.63 6.15 -1.71  0.132
H 2.60 -1.85 -1.91  0.085
C 1.06 6.42 -2.97  -0.226
H 1.29 2.38 -4.56  0.088
H 6.01 -3.01 0.71  0.076
C 0.69 -3.13 -3.03  -0.220
C 0.16 2.23 4.23  -0.418
C -4.43 0.50 -3.62  -0.050
H 6.01 -4.74 0.89  0.078
H -2.22 -5.34 1.58  0.135
C 2.86 -1.61 3.70  -0.132
C -4.04 0.74 -1.12  -0.218
C -0.46 0.98 0.20  -0.067
C -1.91 -4.75 2.45  -0.231
H -1.23 7.26 -3.88  0.066
H 4.91 -4.72 4.33  0.068
C 5.01 -2.47 3.26  -0.217
H -3.38 3.12 -1.83  0.072
H -1.39 -1.69 -4.01  0.069
H 3.51 -3.09 -2.93  0.092
N -0.30 0.86 3.78  0.060
H -2.80 2.55 7.47  0.087
H 2.31 9.34 -2.29  0.085
H -0.04 4.03 -1.67  0.072
H 0.73 -3.08 1.43  0.073
H -5.48 1.81 -2.35  0.123
N -3.45 2.49 -2.62  0.035
H -0.77 -3.45 0.54  0.087
H -3.70 3.08 -3.40  0.078
C -4.44 1.44 -2.42  -0.454
H 1.34 -0.08 1.71  0.040
H -0.56 1.30 1.23  0.034
H -0.38 -6.69 3.77  0.077
H 0.05 3.18 2.26  0.074
H 4.47 -3.89 0.90  0.077
H 3.10 7.84 -1.70  0.089
H 0.51 0.28 3.98  0.053
H 3.60 1.13 -3.02  0.062
H 3.76 2.77 -3.71  0.077
N -1.34 6.27 -3.66  0.027
H -1.76 -7.45 2.92  0.082
H 2.37 1.44 -6.42  0.076
N -3.59 -5.69 3.89  0.026
H -3.94 1.56 -0.38  0.124
H 0.17 -4.26 -4.71  0.142
O -4.92 -0.20 -0.57  -0.178
H -4.72 1.04 -4.53  0.075
C -0.35 -3.58 -4.03  -0.434
C -0.25 4.28 -2.73  -0.052
C 5.69 -3.73 2.74  -0.425
C -1.01 2.99 4.80  -0.236
H 1.17 3.92 3.38  0.082
C 0.91 0.36 -0.12  -0.291
H 6.76 -3.69 2.93  0.132
H -1.73 -4.87 4.57  0.137
H 5.34 -1.59 2.67  0.126
H 5.23 -2.19 4.30  0.123
H -6.08 1.12 0.52  0.092
C -6.19 0.32 -0.22  -0.108
C 3.06 2.01 -3.36  -0.082
C -2.71 2.76 6.41  -0.107
H 1.61 2.38 2.65  0.075
H -6.76 -0.48 0.24  0.088
H -1.71 -7.39 4.67  0.072
H 1.20 6.57 -4.05  0.130
O 2.92 1.68 -5.67  -0.091
H 1.88 5.76 -2.63  0.124
H -1.13 3.68 -2.95  0.053
H -3.08 0.26 -1.26  0.111
C 5.51 -3.83 1.23  -0.072
C 2.40 8.26 -2.44  -0.115
H -0.63 1.91 -0.37  0.062
C 2.10 1.65 -4.48  -0.292
H -3.44 2.12 5.89  0.090
C -2.14 -5.47 3.75  -0.453
H -1.00 0.57 4.47  0.070
O -0.54 -4.38 2.36  -0.182
H -1.18 0.23 -0.12  0.058
H -5.21 -0.26 -3.45  0.081
H 3.43 -1.36 -3.27  0.076
H -3.48 -0.01 -3.74  0.067
H 4.20 -5.06 2.97  0.068
H -1.75 -2.70 -5.46  0.075
N 5.14 -4.95 3.37  0.037
H 0.92 2.08 5.00  0.140
H 0.21 -2.44 -2.30  0.121
H 1.70 0.64 -4.34  0.102
C -0.98 -2.39 -4.75  -0.059
O -1.39 2.42 6.03  -0.184
H -1.91 -3.77 -2.72  0.066
H 0.79 -0.18 -1.05  0.095
C -0.31 5.82 -2.70  -0.410

It comes down to *ii*, which is 254.1 kJ/mol more stable than the next structure.

*i*
A cluster of 2 separate species, C3HF2NO in total. Source: the Open Molecules 2025 dataset; level of theory: the ωB97M-V functional and the def2-TZVPD basis.

E_LUMO = 0.338 eV
highest occupied orbital energy = -9.447 eV
gap between HOMO and LUMO = 9.785 eV

Each line ends with the Löwdin charge.
Element x y z (Å)
N 1.77 1.81 1.14  0.123
O -2.82 -1.94 -2.33  0.018
H 1.58 2.66 0.52  0.088
F -0.75 -0.67 1.26  0.155
F 0.82 -1.14 -0.21  0.035
C 0.38 -0.29 0.80  -0.372
C 0.92 0.92 0.80  -0.067
C -1.90 -1.36 -1.98  0.019

*ii*
A cluster of 2 separate species, C3HF2NO in total. Source: the Open Molecules 2025 dataset; level of theory: the ωB97M-V functional and the def2-TZVPD basis.

E_LUMO (spin up / spin down) = -0.968 / -1.144 eV
highest occupied orbital energy (spin up / spin down) = -9.071 / -8.984 eV
gap between HOMO and LUMO (spin up / spin down) = 8.104 / 7.840 eV

Each line ends with the Löwdin charge.
Element x y z (Å)
O 0.63 1.43 -0.21  0.026
C -1.59 -0.21 -0.08  -0.128
F -1.63 -1.55 -0.15  0.085
C 2.13 -0.22 0.38  -0.172
F -1.77 0.45 -1.23  0.098
H -1.72 0.40 0.80  0.132
C 0.76 0.27 0.03  -0.199
N 3.21 -0.57 0.47  0.157

It comes down to *i*, which is 172.5 kJ/mol more stable than the next structure.